The following is a quantum chemistry calculation of the molecule C17H24N6O3 in a non-equilibrium geometry, from the Open Molecules 2025 dataset.

Cartesian coordinates (Å):
C: -0.91 -0.76 1.30
C: -0.50 -2.21 1.00
C: 0.25 -0.20 2.18
C: 1.57 -0.01 1.43
C: 2.77 -0.62 1.79
C: 1.93 1.16 0.64
C: 3.31 1.07 0.36
C: 1.13 2.11 0.03
C: 3.90 1.98 -0.52
C: 1.79 3.15 -0.71
C: 3.16 3.12 -0.76
C: -0.31 -2.10 -1.51
C: 1.13 -1.72 -1.72
C: -1.03 -0.77 -1.81
C: -2.57 -0.83 -1.85
C: -3.25 0.58 -1.87
C: -3.44 1.89 0.25
H: -2.71 -1.53 1.92
H: -1.89 -0.60 3.03
H: -1.11 -0.30 0.40
H: 0.41 -1.02 2.95
H: -0.13 0.74 2.74
H: 3.00 -1.41 2.48
H: 4.67 -0.59 0.89
H: 0.02 2.01 0.03
H: 4.97 1.83 -0.85
H: 1.10 3.92 -1.06
H: 3.57 3.84 -1.44
H: -0.01 -3.69 -0.14
H: -0.66 -2.84 -2.23
H: -0.73 0.07 -1.15
H: -0.59 -0.52 -2.83
H: -2.95 -1.50 -1.05
H: -2.80 -1.21 -2.85
H: -4.29 0.36 -1.67
H: -3.12 1.03 -2.85
H: -2.41 2.45 -1.31
H: -3.69 3.10 1.76
H: -3.91 -0.01 0.59
H: -4.69 1.25 1.59
H: 2.83 -2.42 -2.13
N: -2.17 -0.70 2.03
N: 3.82 -0.07 1.02
N: -0.44 -2.77 -0.19
N: -2.80 1.58 -0.92
N: -3.14 2.90 0.98
N: -4.38 0.90 0.70
O: -0.34 -2.96 1.98
O: 1.51 -0.60 -1.73
O: 2.00 -2.78 -1.69

Computed properties:
HOMO-LUMO gap	8.13	eV
LUMO level	0.383	eV
structure (SMILES)	[H]/N=C(\N)NCCC[C@H](NC(=O)[C@@H](N)Cc1c[nH]c2ccccc12)C(=O)O
energy relative to the best compared isomer or geometry (same formula, charge and spin)	2.892	eV
HOMO energy	-7.74	eV
largest force on an atom	4.29	eV/Å
molar mass	360.42	g/mol

natural (NBO) charges in e: -0.1420 0.6574 -0.4252 -0.1340 0.0028 -0.0273 0.1278 -0.2011 -0.2291 -0.2345 -0.2274 -0.1515 0.7767 -0.4130 -0.4270 -0.2199 0.6029 0.3635 0.3723 0.1971 0.2468 0.2271 0.2150 0.4119 0.2188 0.2137 0.2183 0.2072 0.4184 0.2251 0.2427 0.2261 0.2001 0.2162 0.2166 0.2026 0.4094 0.3431 0.3916 0.3853 0.4993 -0.8287 -0.5550 -0.5936 -0.6473 -0.7967 -0.8702 -0.6608 -0.5511 -0.7003

The following is a quantum chemistry calculation of a cluster of 2 separate species, CH3FIN in total in a non-equilibrium geometry, from the Open Molecules 2025 dataset.

Cartesian coordinates (Å):
C: 0.88 0.32 -0.54
N: -0.75 0.04 0.89
F: -0.46 -1.23 1.50
I: -2.48 -0.13 -0.05
H: 1.12 -0.58 -1.09
H: 0.23 1.03 -0.97
H: 1.46 0.54 0.27

Computed properties:
HOMO-LUMO gap (spin up / spin down)	7.88 / 8.25	eV
LUMO level (spin up / spin down)	-0.788 / -0.635	eV
energy relative to the best compared isomer or geometry (same formula, charge and spin)	5.041	eV
HOMO energy (spin up / spin down)	-8.66 / -8.88	eV
largest force on an atom	4.09	eV/Å
molar mass	174.94	g/mol

natural (NBO) charges in e: -0.2940 -0.2933 -0.3002 0.3046 0.1945 0.1967 0.1917

Record order is preserved below.
DFT total energy: -1216.4284; -492.0129 hartree